348
Properties=species:S:1:pos:R:3:forces:R:3 method="wB97M-V/def2-TZVPD" lumo_energy_ev=0.524 homo_lumo_gap_ev=8.841 e_above_lowest_kj_mol=351.01 homo_ev=-8.32
C 0.75736 1.77502 -6.86090 2.6 -0.7 0.3
O -0.14848 2.41725 -6.07234 -2.1 0.3 1.3
C 0.27291 3.61688 -5.46507 -0.6 1.6 -0.8
C -0.78532 4.30574 -4.54898 -0.6 -1.9 0.0
N -0.64464 3.82980 -3.15614 0.6 0.3 -1.0
C -1.52752 4.52250 -2.23321 -0.8 1.3 -1.6
C -1.45617 3.89944 -0.90117 -2.3 -2.3 0.9
O -2.46863 4.36459 -0.01763 -0.4 0.8 -0.6
C -2.41997 3.82673 1.28183 -0.2 -0.7 -1.3
H 0.34611 0.98234 -7.44479 -1.0 0.0 -0.8
H 1.49015 1.16742 -6.27493 0.0 0.8 0.1
H 1.30944 2.50494 -7.45003 0.2 -0.1 -0.5
H 0.47195 4.40749 -6.25104 0.0 -1.0 0.3
H 1.23021 3.50117 -4.93527 -0.2 -0.2 0.2
H -1.87177 4.24266 -4.84517 1.1 -0.7 -0.1
H -0.60328 5.33791 -4.68802 0.5 1.6 0.3
H 0.35438 3.96668 -2.97103 -0.5 0.0 0.6
H -2.55000 4.39983 -2.66578 0.5 0.0 0.5
H -1.38693 5.63984 -2.22137 0.1 -0.7 0.2
H -0.53709 4.05205 -0.41513 1.7 0.0 0.5
H -1.68797 2.78472 -1.04351 0.9 1.1 0.1
H -3.31919 4.12056 1.77557 -0.5 0.3 0.5
H -1.55067 4.14090 1.77886 1.2 0.7 1.0
H -2.36656 2.73992 1.27443 -0.2 -0.4 -0.2
C 7.17324 -7.50966 -4.72212 2.0 -1.0 -1.6
O 6.96975 -6.15796 -4.58664 0.7 -0.2 2.1
C 6.48682 -5.50535 -5.67523 -0.4 2.3 -0.8
C 6.84731 -3.97004 -5.42077 -2.0 -1.9 -0.6
N 5.76428 -3.45791 -4.55238 0.4 1.3 -0.6
C 6.23320 -2.66796 -3.43014 0.6 0.5 0.9
C 5.10940 -2.56347 -2.41288 1.9 -1.4 1.3
O 4.10123 -1.77675 -2.81618 -3.1 1.6 -0.9
C 2.84296 -1.94987 -2.14002 1.1 0.1 0.4
H 6.28742 -8.01663 -5.08252 -0.4 -0.4 0.1
H 7.55844 -7.96232 -3.79163 -0.4 0.4 -0.3
H 8.00011 -7.66553 -5.53039 -1.2 -0.1 1.1
H 5.37742 -5.65468 -5.73713 0.7 0.3 -0.3
H 6.97084 -5.80953 -6.60785 0.1 -0.4 -0.1
H 6.88602 -3.46253 -6.37675 0.0 0.3 -0.3
H 7.85091 -3.97761 -4.99275 -0.3 0.3 0.4
H 5.07627 -2.88766 -5.09069 1.0 -0.8 0.5
H 6.64789 -1.61729 -3.59730 -0.3 -1.1 -0.4
H 7.04879 -3.26514 -2.94456 -0.6 0.6 -0.3
H 5.51751 -2.13652 -1.46917 0.0 -0.7 -0.1
H 4.71806 -3.57650 -2.32581 0.2 -0.4 0.7
H 2.17377 -1.27640 -2.61521 -0.5 0.9 0.0
H 2.86627 -1.88538 -1.04704 0.6 1.1 0.1
H 2.38099 -2.90440 -2.15071 0.1 -1.7 -1.1
C 8.52743 0.37361 1.98762 0.4 1.1 -0.8
O 7.39656 -0.38421 1.68299 -1.2 0.2 0.0
C 6.18040 0.37022 1.61894 -0.6 -0.3 0.5
C 5.04377 -0.41283 0.95958 0.0 -1.2 -0.2
N 4.10383 -1.09392 1.89048 1.0 0.4 0.0
C 4.77163 -2.13858 2.65895 1.1 1.1 0.7
C 4.06747 -2.43614 3.93701 -0.6 -0.5 0.5
O 2.87368 -3.16326 3.59225 -0.4 -0.3 -0.3
C 1.71573 -2.72621 4.27319 0.4 1.7 0.1
H 9.37302 -0.28634 1.90601 0.4 -0.3 0.1
H 8.54342 0.85311 2.96938 -0.3 -0.2 0.2
H 8.67898 1.19012 1.23554 -0.2 -0.4 0.4
H 6.28820 1.31534 1.06789 0.5 -0.2 0.0
H 5.78325 0.64778 2.62886 0.7 -0.2 -0.4
H 5.39616 -1.14330 0.18446 0.2 0.6 0.7
H 4.44073 0.28470 0.42563 -0.5 0.7 -0.6
H 3.37390 -1.48192 1.31150 -0.2 -0.2 0.0
H 5.79117 -1.79302 2.93555 -0.5 0.0 -0.2
H 4.94088 -3.04783 2.12281 0.0 -0.8 -0.6
H 3.75557 -1.55071 4.48663 0.2 0.3 -0.1
H 4.68830 -3.02151 4.63173 -0.1 -0.1 -0.3
H 0.81414 -3.18119 3.91245 -0.3 0.0 -1.1
H 1.68310 -1.57906 4.25681 -0.3 -1.6 0.0
H 1.72136 -3.07817 5.27420 0.3 0.0 1.4
C 2.78288 2.33500 -1.78171 -0.8 1.4 -1.1
O 2.27261 1.13140 -1.26206 2.0 0.6 -0.5
C 1.01554 1.31051 -0.80727 -2.6 -1.3 0.9
C 0.47024 0.03038 -0.12480 0.9 0.7 0.5
N -0.94890 0.12546 -0.02805 -1.7 -0.5 1.2
C -1.56615 -1.10656 0.46551 0.3 -0.6 0.7
C -3.06534 -0.97522 0.56896 1.0 -0.6 2.5
O -3.32056 -0.41957 1.87062 -0.2 0.1 0.0
C -4.55643 0.30921 1.94571 2.2 1.4 1.1
H 2.70565 3.27988 -1.18531 0.0 -1.1 0.7
H 2.20573 2.70124 -2.68015 0.5 -0.9 0.2
H 3.81191 2.18414 -2.02863 0.4 0.0 -0.2
H 0.27562 1.47880 -1.58594 0.0 0.5 -0.7
H 0.96970 2.15745 -0.13156 -0.1 0.3 0.5
H 0.96809 -0.11999 0.85863 0.0 -0.1 -0.3
H 0.61728 -0.86834 -0.73211 0.6 0.2 -0.1
H -1.34872 0.85495 0.54675 0.7 0.6 0.1
H -1.15493 -1.53716 1.44709 -0.3 0.7 -1.0
H -1.36505 -1.83210 -0.28236 0.3 -1.1 -0.7
H -3.61489 -1.90626 0.53186 0.0 -0.3 -0.5
H -3.34563 -0.28714 -0.15093 -1.1 1.3 -1.7
H -5.42051 -0.28383 1.78478 -0.7 -0.7 -0.4
H -4.45964 1.16519 1.25348 -0.6 -0.3 0.2
H -4.52607 0.68580 2.99968 -0.5 -0.1 -0.8
C 4.75643 3.30185 -5.55670 0.6 -0.9 1.9
O 5.53666 2.75596 -4.43168 -0.8 0.3 -0.2
C 5.23990 1.40485 -4.12748 1.5 -1.2 -0.6
C 5.92528 1.02733 -2.81930 -2.5 0.4 1.0
N 7.30830 0.92239 -2.90514 2.8 -0.3 -0.4
C 8.01478 0.58112 -1.66898 -0.9 -0.6 1.3
C 9.53658 0.78384 -1.70699 -0.7 -1.0 -0.1
O 9.62393 2.14489 -1.98599 1.7 1.3 0.3
C 10.97794 2.57834 -2.23542 -0.3 -0.9 -0.6
H 5.50491 3.43581 -6.32983 -0.3 0.6 -0.4
H 4.21808 4.21191 -5.17037 0.6 -0.9 -0.8
H 4.08082 2.49272 -5.85583 -0.3 0.5 -0.2
H 5.70849 0.69930 -4.89214 -0.7 0.8 0.4
H 4.17226 1.17361 -4.07956 -0.1 0.3 0.0
H 5.44456 0.10418 -2.44616 0.4 0.2 -0.3
H 5.64333 1.79773 -2.07641 0.0 0.1 0.1
H 7.68994 1.78418 -3.27967 0.1 -0.1 0.0
H 7.75622 -0.46471 -1.38727 0.2 0.4 -0.3
H 7.64758 1.18995 -0.76151 0.4 -0.4 -1.2
H 10.09663 0.15289 -2.46699 -0.8 0.6 0.5
H 9.96203 0.50082 -0.70866 -0.3 0.4 -0.6
H 10.94928 3.62532 -2.56183 -0.1 -0.4 -0.2
H 11.31526 1.86771 -3.04681 0.4 1.1 0.7
H 11.66937 2.54696 -1.35641 -0.7 -0.3 -0.4
C -8.10753 -6.48512 8.11797 0.4 -0.6 -0.7
O -8.21353 -5.12121 7.98882 -0.4 1.6 0.2
C -9.07809 -4.53603 9.00062 1.2 -1.2 -1.1
C -9.20994 -3.10873 8.62909 0.1 0.4 -0.2
N -7.92992 -2.40813 8.78883 -0.8 0.0 -0.4
C -8.09554 -0.97037 8.87723 0.6 0.6 -0.1
C -6.71524 -0.25567 9.09971 -1.6 -1.3 -0.7
O -5.89988 -0.41359 7.95239 -0.7 -0.1 0.2
C -4.52276 -0.08526 8.02324 -0.7 -0.8 0.2
H -7.44164 -6.78031 8.91869 0.4 -0.2 0.3
H -7.77765 -6.89972 7.15360 0.1 0.1 0.4
H -9.07641 -6.87086 8.33442 -0.9 -0.8 0.2
H -8.62257 -4.70570 9.96500 0.3 0.3 0.5
H -10.00294 -5.09519 8.99420 -0.7 0.0 -0.1
H -9.93395 -2.65116 9.27360 -0.3 0.4 0.7
H -9.71408 -3.06222 7.64527 0.6 0.1 -0.1
H -7.28456 -2.65459 8.05872 0.2 -0.2 -0.3
H -8.76629 -0.86350 9.74331 0.4 0.6 0.1
H -8.61117 -0.44114 8.03706 0.3 -0.7 0.1
H -6.30496 -0.68909 9.99136 0.8 -0.2 0.5
H -6.97615 0.75927 9.23837 0.1 1.5 0.4
H -4.29394 0.95583 7.89322 -0.2 0.9 0.1
H -4.16850 -0.58724 7.13690 0.8 -0.3 0.1
H -4.08427 -0.42700 8.97168 0.1 -0.2 -0.3
C 2.66683 -1.43771 -5.82993 0.0 0.9 0.0
O 3.28810 -0.90974 -7.00649 0.7 0.0 0.4
C 4.55963 -1.55476 -7.13660 0.3 -0.2 -1.5
C 5.13332 -1.30492 -8.57847 -0.6 -0.9 0.5
N 6.25517 -2.23122 -8.87621 -1.2 0.2 -0.5
C 7.04659 -1.77438 -10.03457 0.6 -1.2 -0.5
C 6.29705 -1.56416 -11.37688 0.7 2.4 1.3
O 5.81530 -2.79358 -11.79371 -1.3 -0.3 -0.5
C 4.64517 -2.66560 -12.63289 0.8 -0.3 -0.6
H 1.75638 -0.83574 -5.59522 0.6 -0.6 -0.3
H 3.38698 -1.29968 -4.99984 -0.6 -0.5 -0.1
H 2.41523 -2.49650 -6.01945 0.0 0.3 0.4
H 4.33847 -2.64523 -7.01828 0.6 0.5 -0.2
H 5.35272 -1.24644 -6.42056 -0.8 0.0 0.1
H 5.57636 -0.32508 -8.71280 -0.5 0.5 0.3
H 4.24816 -1.45089 -9.25221 0.8 0.4 0.2
H 5.78074 -3.09547 -9.16399 0.6 0.1 0.1
H 7.71267 -2.63628 -10.28201 -0.1 0.6 0.3
H 7.71579 -0.92472 -9.76326 -0.7 -0.4 -0.2
H 7.04153 -1.05966 -12.05296 -0.5 -0.8 0.0
H 5.51145 -0.75981 -11.25929 0.3 -1.0 -0.1
H 3.73747 -2.37600 -12.09154 0.3 0.2 0.2
H 4.43583 -3.66054 -13.10248 0.4 0.9 0.3
H 4.89423 -1.89243 -13.39717 -0.5 -0.6 0.2
C 1.72508 6.74425 -1.54474 0.5 0.0 -0.2
O 1.96785 7.10116 -2.90122 -1.1 0.0 0.5
C 3.33227 7.02868 -3.24585 -0.2 -0.3 1.5
C 3.46084 7.17576 -4.72065 1.1 -0.4 -0.4
N 2.63900 6.16799 -5.36224 0.6 -0.2 -0.7
C 2.99976 6.02046 -6.77265 -1.0 -0.6 -0.4
C 2.57162 7.18709 -7.67783 -1.1 2.2 0.6
O 1.12458 7.39646 -7.41648 1.9 -0.6 0.8
C 0.41111 8.13674 -8.36320 1.1 -0.2 -0.7
H 0.66361 6.86805 -1.33066 0.1 -0.1 -0.1
H 2.30312 7.37132 -0.87439 0.0 0.6 0.2
H 2.08583 5.73648 -1.25890 -0.4 -0.1 -0.6
H 3.63939 6.06848 -2.87808 0.7 -1.0 -0.3
H 3.87401 7.73215 -2.60565 0.3 0.5 -0.5
H 4.51349 6.95627 -5.07338 -0.9 0.6 0.7
H 3.18946 8.19897 -4.97309 0.0 0.3 -0.3
H 1.66857 6.37045 -5.21729 -0.5 0.1 -0.2
H 2.54880 5.09682 -7.18211 -0.1 0.3 0.3
H 4.06342 5.80824 -6.77428 0.3 0.4 -0.4
H 2.66971 7.11511 -8.78126 0.3 -0.6 0.6
H 3.10616 8.15350 -7.37240 -0.6 -1.2 -0.4
H -0.60508 8.01401 -8.04721 -0.7 -0.1 -0.4
H 0.65784 7.66645 -9.34630 -0.8 0.7 0.2
H 0.62234 9.22822 -8.38672 0.2 -0.5 0.1
C -7.76471 1.38383 2.41620 -0.7 -1.9 -0.6
O -8.43830 1.35742 3.66362 -0.4 1.1 -1.1
C -7.56258 1.39591 4.74491 1.1 0.2 -0.6
C -8.30570 1.88245 5.91933 -0.6 1.6 -0.1
N -9.50029 1.14615 6.17742 -0.1 -1.2 -0.3
C -10.35865 1.72346 7.17745 0.3 -1.1 0.1
C -11.21946 2.81619 6.67601 -0.3 1.2 -0.3
O -12.09980 2.26952 5.74141 -0.4 -0.6 -0.2
C -12.46385 3.11396 4.67886 1.0 0.2 1.2
H -7.21224 0.40193 2.39377 -0.2 1.0 -0.5
H -7.09167 2.22542 2.23530 0.0 0.1 0.4
H -8.52404 1.37844 1.58361 0.7 0.0 1.1
H -6.72507 2.10922 4.58620 -0.3 -0.2 -0.2
H -7.09963 0.41988 4.85999 0.1 -0.4 0.4
H -8.53982 2.96688 5.72619 0.2 -0.5 0.1
H -7.61253 1.87600 6.73268 0.3 -0.2 1.0
H -10.00130 1.00221 5.31199 -0.1 -0.1 -0.1
H -9.66684 2.02073 7.94822 -0.2 0.4 0.8
H -11.05530 0.95862 7.56261 0.4 0.1 0.1
H -10.67918 3.65531 6.23096 0.4 0.0 -0.1
H -11.79781 3.24655 7.47386 -0.3 0.3 0.7
H -13.13401 2.53910 4.11081 -0.8 -0.4 -1.2
H -11.58029 3.45195 4.17717 0.7 -0.2 -1.0
H -12.88505 4.04119 5.00154 -1.0 0.6 0.6
C -1.74565 -4.50738 1.85507 -0.1 0.1 1.0
O -1.76647 -5.76459 2.52106 -0.6 0.6 0.1
C -0.79594 -5.85162 3.53414 0.9 1.2 0.0
C -1.23171 -6.82851 4.58723 1.0 0.9 -0.5
N -2.26709 -6.22481 5.33264 -0.7 1.4 0.1
C -3.15838 -6.97916 6.19010 -0.3 -0.4 -1.2
C -4.15953 -6.03873 6.77657 0.1 0.5 1.0
O -3.50930 -5.22556 7.75759 -0.9 -1.0 0.5
C -3.12464 -3.95339 7.36250 0.4 0.5 1.0
H -0.84479 -4.41323 1.25536 0.1 0.1 -0.4
H -1.76777 -3.67265 2.58025 0.1 -0.3 0.0
H -2.67127 -4.45773 1.31518 -0.2 0.0 -0.8
H -0.58867 -4.85606 4.01680 -0.7 -0.5 -0.2
H 0.15445 -6.03144 3.05050 0.5 -0.8 0.1
H -0.33684 -7.01189 5.15252 0.4 -0.5 0.7
H -1.53776 -7.69694 4.08218 -0.4 -1.7 -0.7
H -2.69111 -5.49850 4.73181 -0.3 -0.9 0.8
H -2.57536 -7.40578 7.00779 -0.1 -0.1 0.0
H -3.74646 -7.81471 5.69702 0.7 0.5 0.1
H -4.96516 -6.61882 7.24578 0.2 0.2 0.3
H -4.64200 -5.39845 6.03662 0.0 0.0 -0.3
H -2.21178 -3.96323 6.82478 1.3 -0.1 -0.5
H -2.99459 -3.31617 8.25473 -0.2 -0.3 -0.3
H -3.82005 -3.50539 6.70976 -1.2 0.7 -0.7
C 2.58664 2.77432 2.14706 -1.9 -2.1 -0.7
C 3.43214 2.34259 3.28929 1.4 -1.4 0.9
C 3.55131 3.48601 4.32370 1.3 -1.2 -1.0
O 3.90607 4.63966 3.56315 0.5 -1.1 0.8
C 3.26462 5.78246 4.01325 0.8 0.2 -0.6
N 3.07350 1.06143 3.97723 -1.7 0.6 -0.1
H 1.50094 2.54590 2.36594 0.9 0.1 -0.3
H 2.91942 2.22471 1.23870 -0.6 0.4 0.3
H 2.65766 3.81048 2.00721 0.2 1.4 -0.5
H 4.42971 2.07294 2.84675 -0.5 0.9 0.7
H 4.28774 3.18934 5.08859 0.2 0.4 -0.3
H 2.64150 3.60274 4.88011 -0.9 0.3 0.0
H 3.44615 6.53588 3.26629 -0.4 0.4 -0.4
H 3.69914 6.14826 4.90511 0.5 0.4 1.3
H 2.24608 5.55244 4.18483 -1.4 0.3 0.0
H 2.02621 1.03667 4.09123 1.3 0.1 0.0
H 3.28387 0.24471 3.39085 0.1 0.5 -0.2
C 8.74130 5.46219 -1.56132 -1.2 -0.1 0.5
C 7.45068 5.06002 -2.33917 0.2 0.1 0.9
C 6.17193 5.14486 -1.43295 0.8 -0.6 -0.1
O 6.43288 4.58823 -0.12955 -1.6 0.4 0.0
C 5.17139 4.54591 0.62405 2.3 0.3 1.7
N 7.25574 5.94041 -3.51282 -0.6 -1.4 0.4
H 8.63147 6.49566 -1.16948 0.0 -0.4 -0.2
H 9.61034 5.43842 -2.22100 0.0 -0.2 0.1
H 8.82857 4.78932 -0.68970 0.4 0.3 -0.5
H 7.57674 3.99678 -2.67946 -0.3 1.0 0.2
H 5.37234 4.54126 -1.91029 0.2 0.4 0.0
H 5.83287 6.19235 -1.34962 0.2 -0.2 0.0
H 4.93231 5.50958 1.16066 0.5 -0.7 -0.6
H 5.31944 3.77872 1.45162 -0.4 0.8 -1.3
H 4.38022 4.35371 -0.05460 -0.9 -0.7 -0.5
H 7.64048 5.39799 -4.27174 0.1 0.6 -0.5
H 7.74381 6.80851 -3.37561 0.3 0.1 -0.2
C -8.96149 2.52041 -0.98850 2.1 -0.7 0.6
C -7.97231 1.95023 -2.00408 -0.3 1.0 -1.0
C -6.83707 1.19489 -1.36206 0.9 1.8 0.8
O -5.93659 2.04092 -0.57972 -0.5 -0.4 -0.1
C -4.96428 2.67097 -1.40871 -1.5 -1.0 -1.5
N -8.64158 1.02203 -2.95053 1.0 1.4 -0.9
H -9.24365 1.73043 -0.29341 -0.7 0.1 -0.1
H -9.73841 3.06061 -1.44640 -1.3 0.2 -0.6
H -8.40567 3.25033 -0.40586 0.1 0.1 0.3
H -7.57865 2.85459 -2.53049 -0.2 -0.9 -0.2
H -6.20291 0.71001 -2.09286 -0.2 -0.6 -0.3
H -7.36392 0.53952 -0.69045 0.5 -0.8 0.6
H -5.46140 3.35726 -2.12767 0.4 -0.1 0.4
H -4.42605 1.91750 -1.99522 -0.1 -0.1 -0.1
H -4.24001 3.18061 -0.85240 0.7 0.9 1.2
H -7.95899 0.81898 -3.70611 -0.8 0.0 0.6
H -8.80945 0.16949 -2.46395 -0.2 -0.9 0.3
C -5.95242 -2.30238 4.83689 0.0 -1.7 0.4
C -7.33536 -2.38505 4.21843 0.0 0.8 -2.3
C -7.41094 -3.30276 2.97503 -0.5 -0.6 0.2
O -6.25992 -3.09636 2.21384 0.3 0.7 0.4
C -6.04754 -3.96995 1.15588 2.9 -0.3 1.3
N -8.45017 -2.71874 5.05220 -0.6 -0.3 1.6
H -5.51448 -3.33283 4.86249 -0.1 0.7 0.1
H -6.10511 -1.97974 5.86113 0.3 0.3 0.3
H -5.23395 -1.65727 4.33821 -0.4 0.0 -0.1
H -7.50720 -1.38926 3.75425 -0.3 -0.3 0.5
H -8.28107 -3.06322 2.33250 0.0 0.1 0.5
H -7.56311 -4.37720 3.25921 0.5 0.5 0.0
H -5.27309 -3.47083 0.56345 -0.2 -0.3 -0.3
H -6.89128 -4.12924 0.56617 -1.6 -0.5 -1.0
H -5.57087 -4.91874 1.55665 -0.8 0.6 -0.6
H -8.76944 -1.92833 5.62281 0.3 -0.3 -0.3
H -8.24926 -3.48544 5.72208 0.0 0.5 -0.7
C -2.13011 0.28009 -2.98851 -1.1 -1.8 1.1
C -0.99104 -0.25208 -3.83323 -0.5 -0.1 0.1
O -1.46784 -0.10096 -5.16464 0.9 -0.2 -0.8
O -3.44575 -0.25263 -3.45643 2.0 0.2 0.1
H -2.19089 1.31864 -3.10043 0.1 1.8 -0.3
H -1.96203 0.08512 -1.90233 -0.5 -0.1 -1.0
H -0.75012 -1.30972 -3.62179 -0.3 0.3 -0.3
H -0.06457 0.31400 -3.69085 -0.1 0.1 0.2
H -1.08664 0.72666 -5.50105 -0.3 0.0 0.0
H -3.26538 -0.31338 -4.42029 -0.4 0.0 0.6
C 3.43717 -5.90322 1.38650 -1.2 -0.4 -0.5
C 2.18578 -5.39114 0.72665 -0.5 0.3 0.1
O 2.09549 -3.94374 0.77419 0.0 -0.4 -0.2
O 3.41020 -5.93508 2.79988 0.5 -0.2 -0.6
H 4.22898 -5.44698 0.83269 1.3 1.1 0.5
H 3.52519 -6.89414 1.01690 0.0 -1.4 0.3
H 1.30885 -5.79575 1.23532 -0.1 -0.2 -0.1
H 2.15511 -5.79709 -0.32163 0.0 1.0 0.7
H 2.19888 -3.67453 1.70704 0.0 -0.2 -0.4
H 3.26646 -5.05421 3.14563 0.0 0.6 0.1
C -2.96727 -6.68703 -1.30758 0.8 0.6 0.8
C -1.51564 -6.47744 -0.91617 0.3 -0.9 -1.4
O -1.07446 -7.27233 0.15284 -1.0 0.9 1.6
O -3.79203 -6.07959 -0.31716 0.2 0.3 0.0
H -3.12586 -7.73452 -1.34446 -0.5 -1.1 -0.4
H -3.07198 -6.19161 -2.26268 -0.5 0.0 -0.5
H -1.45211 -5.41035 -0.72556 0.6 0.3 0.0
H -0.88530 -6.80648 -1.79581 -0.6 0.7 0.8
H -1.52997 -6.88699 0.96321 0.8 -0.8 -0.9
H -4.56779 -6.60719 -0.14223 -0.2 -0.2 -0.1
C -2.34471 0.05355 5.38326 -0.9 -0.3 -0.3
C -1.08091 0.30304 4.60235 0.3 0.7 1.0
O -1.31718 1.17500 3.53249 -0.2 -0.3 -1.7
O -3.12521 -1.06397 4.90580 0.5 0.3 0.3
H -2.96165 1.00351 5.32079 0.7 -0.9 0.5
H -2.07181 -0.25019 6.40863 -0.3 0.5 -0.3
H -0.61045 -0.65023 4.34219 0.0 0.0 -0.2
H -0.38829 0.88540 5.24692 -0.2 -0.5 -0.1
H -1.76543 0.69075 2.80199 0.1 0.2 0.7
H -3.32453 -1.02065 3.95966 0.3 0.3 0.0